Model one:
A cluster of 5 separate species, C3H16O5 in total. Source: OMol25; level of theory: ωB97M-V with the def2-TZVPD basis set.

Properties
* SMILES string: CC(C)O.O.O.O.O

```
24
C3H16O5 ωB97M-V with the def2-TZVPD basis set
C -0.61 1.65 -2.81
C -0.08 0.93 -1.57
C 1.42 1.01 -1.25
O -0.35 -0.46 -1.77
H -1.64 1.29 -2.88
H -0.17 1.16 -3.68
H -0.57 2.72 -2.83
H -0.74 1.16 -0.73
H 1.48 0.80 -0.18
H 1.86 1.95 -1.58
H 2.05 0.30 -1.79
H 0.30 -1.00 -2.21
O 0.17 -3.04 -1.24
H 0.42 -3.25 -0.34
H 0.94 -3.23 -1.78
O 1.63 0.63 2.42
H 1.20 0.84 3.26
H 1.04 1.09 1.82
O -1.33 -1.54 2.40
H -1.79 -2.34 2.13
H -0.52 -1.86 2.81
O -0.84 1.36 2.70
H -1.72 0.99 2.53
H -1.15 2.15 3.17
```

These are the natural (NBO) partial charges, in e, on atoms 1 to 5:
1 C -0.635
2 C 0.103
3 C -0.636
4 O -0.743
5 H 0.219

Model two:
A cluster of 5 separate species, C3H16O5 in total. Source: OMol25; level of theory: ωB97M-V with the def2-TZVPD basis set.

Properties
* SMILES string: CC(C)O.O.O.O.O

```
24
C3H16O5 ωB97M-V with the def2-TZVPD basis set
C -1.64 0.88 -2.24
C -1.33 1.25 -0.80
C -1.03 2.72 -0.50
O -0.20 0.50 -0.33
H -2.15 -0.09 -2.47
H -0.79 0.95 -2.91
H -2.34 1.62 -2.70
H -2.02 0.79 -0.04
H -1.74 3.28 -1.18
H 0.01 3.06 -0.62
H -1.37 2.84 0.55
H 0.54 0.32 -0.97
O -0.34 -3.30 -1.22
H -0.89 -2.50 -1.16
H -0.63 -3.62 -2.08
O 2.70 -2.67 0.58
H 1.95 -2.16 0.89
H 3.41 -2.14 0.22
O 1.62 -1.69 3.47
H 1.88 -0.88 3.01
H 1.86 -2.49 2.99
O 1.05 0.76 2.42
H 0.82 1.17 3.27
H 0.62 1.41 1.84
```

These are the natural (NBO) partial charges, in e, on atoms 1 to 5:
1 C -0.651
2 C 0.089
3 C -0.639
4 O -0.766
5 H 0.221

Energetically preferred structure: model one | next structure: +7.8 kJ/mol

Model one:
An isolated molecule of C4H11N5O. Source: OMol25; level of theory: ωB97M-V with the def2-TZVPD basis set.

```
21
C4H11N5O ωB97M-V with the def2-TZVPD basis set
C 1.46 -0.88 0.09
C -0.61 1.15 0.42
C -0.94 -1.09 -0.62
C -0.46 2.60 0.23
N 0.19 -1.46 0.15
N -1.23 0.38 -0.47
N 1.56 0.19 -0.72
N 2.45 -1.28 0.80
N -2.04 -1.92 -0.21
O 2.79 0.82 -0.60
H -0.34 0.69 1.36
H -0.79 -1.23 -1.70
H -0.59 2.87 -0.81
H 0.53 2.90 0.56
H -1.19 3.16 0.83
H 0.14 -2.37 0.58
H -1.38 0.83 -1.36
H 3.30 0.28 0.04
H 2.26 -2.11 1.35
H -2.89 -1.68 -0.70
H -2.20 -1.84 0.79
```

These are the natural (NBO) partial charges, in e, on atoms 1 to 5:
1 C 0.478
2 C 0.289
3 C 0.280
4 C -0.691
5 N -0.663

Model two:
A structure of composition C4H11N5O. Source: OMol25; level of theory: ωB97M-V with the def2-TZVPD basis set.

```
21
C4H11N5O ωB97M-V with the def2-TZVPD basis set
C -1.21 1.42 -0.37
N -0.33 -0.90 0.34
C -0.81 0.06 -0.85
N -0.23 -2.24 -0.14
N -1.07 -0.85 1.57
O -1.21 -0.49 -1.86
H -2.02 -0.57 1.36
H -0.60 -0.12 2.12
H -0.66 -2.83 0.56
H -0.77 -2.28 -1.01
H -0.55 1.79 0.42
H -1.18 2.08 -1.23
H -2.24 1.39 0.01
C 1.36 0.41 -1.24
C 1.17 -0.30 0.53
N 1.87 1.55 -1.34
N 1.24 0.57 1.48
H 1.71 2.09 -0.48
H 2.19 0.68 1.83
H 1.48 -0.33 -2.05
H 1.86 -1.13 0.35
```

These are the natural (NBO) partial charges, in e, on atoms 1 to 5:
1 C -0.747
2 N -0.062
3 C 0.711
4 N -0.651
5 N -0.659

Energetically preferred structure: model one | next structure: +173.2 kJ/mol

Model one:
A cluster of 2 separate species, C2H10NS2 in total. Source: OMol25; level of theory: ωB97M-V with the def2-TZVPD basis set.

Properties
* net charge: +1

```
15
C2H10NS2 ωB97M-V with the def2-TZVPD basis set
C 0.60 -1.62 1.43
S -0.55 -0.99 0.12
S -0.43 1.02 0.58
C -1.08 1.77 -0.97
H 1.53 -0.96 1.50
H 0.06 -1.55 2.39
H 0.86 -2.62 1.22
H -2.03 1.28 -1.17
H -1.15 2.85 -0.83
H -0.41 1.57 -1.76
N 1.79 -0.18 -1.40
H 1.57 -0.90 -2.10
H 2.68 -0.40 -0.91
H 1.89 0.73 -1.87
H 1.03 -0.11 -0.74
```

These are the natural (NBO) partial charges, in e, on atoms 1 to 5:
1 C -0.734
2 S 0.072
3 S 0.080
4 C -0.714
5 H 0.215

Model two:
A cluster of 2 separate species, C2H10NS2 in total. Source: OMol25; level of theory: ωB97M-V with the def2-TZVPD basis set.

Properties
* net charge: +1

```
15
C2H10NS2 ωB97M-V with the def2-TZVPD basis set
C -1.92 0.75 -0.94
N -0.87 0.19 -1.87
H -2.83 0.88 -1.52
H -2.04 0.04 -0.12
H -1.58 1.68 -0.51
H -0.63 0.84 -2.61
H -1.28 -0.65 -2.29
H 0.01 -0.08 -1.42
C 1.22 -0.66 2.52
S 0.93 0.31 1.03
S 2.04 -0.70 -0.41
H 1.35 -1.70 2.23
H 0.33 -0.58 3.14
H 2.10 -0.36 3.08
H 3.15 0.05 -0.31
```

These are the natural (NBO) partial charges, in e, on atoms 1 to 5:
1 C -0.415
2 N -0.685
3 H 0.235
4 H 0.244
5 H 0.243

Model three:
A cluster of 2 separate species, C2H10NS2 in total. Source: OMol25; level of theory: ωB97M-V with the def2-TZVPD basis set.

Properties
* net charge: +1

```
15
C2H10NS2 ωB97M-V with the def2-TZVPD basis set
C -0.97 1.81 -1.12
N -1.65 0.75 -0.29
H -1.68 2.10 -1.89
H -0.10 1.40 -1.63
H -0.71 2.68 -0.53
H -2.25 1.12 0.45
H -2.31 0.31 -0.93
H -0.94 0.02 0.04
C 1.86 -1.10 1.73
S 0.27 -1.44 0.85
S 1.03 -1.62 -1.15
H 2.55 -1.84 1.33
H 2.23 -0.13 1.40
H 1.82 -1.12 2.82
H 0.86 -2.94 -1.07
```

These are the natural (NBO) partial charges, in e, on atoms 1 to 5:
1 C -0.427
2 N -0.713
3 H 0.232
4 H 0.241
5 H 0.241

Energetically preferred structure: model two | next structure: +24.6 kJ/mol